# 1
Below is a cluster of 14 separate species, C35H38Cl10O24 in total, with properties calculated with ωB97M-V/def2-TZVPD.

Electronic energy (Ha): -7763.9904

Structure (XYZ):
```
107
Properties=species:S:1:pos:R:3:forces:R:3
Cl 2.464946 22.841998 19.701802 0.20 -0.39 0.23
Cl -0.297741 20.945407 30.804253 -0.36 0.10 0.15
Cl -0.302846 19.822211 15.729312 -0.13 0.35 -0.32
Cl 4.430341 17.802341 26.882123 0.64 0.24 0.89
Cl 2.130094 20.285053 25.996838 0.28 1.02 -0.51
Cl 3.416060 21.469168 23.667459 0.47 -0.40 -1.12
Cl 0.219586 19.950893 18.610082 0.61 0.61 0.45
Cl 4.019702 17.672470 24.078341 -0.16 0.25 -0.93
Cl -2.654929 21.702107 29.130567 0.72 0.05 0.15
Cl 0.814984 24.443523 17.974461 -0.34 0.43 -0.10
O -3.110907 20.716608 17.490399 0.10 -0.66 -0.35
O -1.689760 17.843558 29.977757 -0.14 0.39 -1.78
O -1.872946 22.274703 24.234387 -0.61 0.70 0.65
O 4.180682 21.748252 32.971097 0.39 0.69 0.15
O -5.320910 18.768983 22.658228 0.30 -0.18 0.12
O -2.865151 25.589068 20.043262 -0.77 -3.51 -0.05
O 4.898770 25.524325 19.981299 -0.79 0.46 0.05
O 0.068101 15.639691 29.672947 -0.88 1.31 -0.28
O 0.869992 25.094306 23.686905 1.32 0.34 -0.53
O -0.874248 17.417359 22.877203 -0.31 -0.14 -1.07
O 5.465639 24.835764 22.616992 -1.27 0.49 -1.25
O -3.368441 23.091862 21.577871 -0.14 -0.09 0.88
O 2.308549 18.887156 28.733762 -0.96 -0.17 0.43
O -2.511136 22.990432 16.130944 0.10 0.13 1.10
O -0.886076 16.852034 20.293962 -0.53 -0.60 -0.77
O 1.707111 19.282165 21.420866 -0.03 -0.23 0.14
O -1.269652 18.951401 25.485035 1.19 -1.84 0.01
O 0.444743 26.524204 21.203885 1.96 -1.90 1.99
O 4.093244 20.976208 28.264679 -1.67 -1.42 3.92
O 0.073810 20.773607 23.070890 -0.39 0.41 0.08
O -3.752215 23.894082 26.187358 -0.21 0.15 0.27
O 2.522871 19.711616 33.336390 -0.17 -0.11 -0.84
O -5.340697 18.107430 19.729613 0.44 0.52 2.72
O 0.371908 16.566642 25.061520 0.70 0.42 1.13
C -2.666066 23.019542 17.477421 0.12 1.77 -0.62
C 4.061795 16.773734 25.552216 -0.47 -1.80 -0.05
C -4.265949 18.251978 22.008262 -1.66 0.97 1.20
C 3.288462 21.534675 25.381249 -0.01 0.72 1.08
C 3.720669 21.080886 31.926801 1.21 0.84 -1.63
C -2.964750 21.729958 18.117542 -0.21 1.32 2.91
C -4.410480 17.993897 20.539503 0.67 -0.93 -2.00
C -1.901990 17.574342 22.229739 -1.31 0.00 0.73
C -3.166921 17.471512 20.048474 2.64 -1.18 0.57
C -2.047667 17.234716 20.832323 -0.17 0.52 -3.50
C 0.019357 17.018972 26.295399 -0.01 -3.20 -1.27
C -3.146016 18.038121 22.723145 0.06 0.75 1.61
C 4.211314 21.365805 30.694201 -0.72 -0.69 -1.81
C 3.947026 25.590826 20.936648 -2.11 1.79 -3.27
C -0.137025 18.950617 17.228275 -0.60 -1.20 0.26
C 3.127392 24.799738 23.059434 -0.19 1.33 0.27
C -0.913353 18.129289 26.338782 -1.07 2.40 0.98
C -2.555187 24.192453 18.152689 -0.38 -0.45 -0.61
C -1.425223 18.325031 27.670104 -0.76 -0.56 1.31
C 2.794501 19.955919 32.167050 -0.62 -0.37 0.83
C 1.908254 25.363434 22.825448 -1.01 -2.30 1.68
C 0.234813 16.159274 27.335712 0.67 1.27 0.02
C -0.903569 21.878645 29.427156 0.20 0.17 -0.34
C 2.660515 26.087319 20.634921 3.09 -1.03 0.30
C -2.926354 24.432684 19.573984 1.43 1.02 -1.30
C 2.666881 19.643423 29.774726 1.34 -0.81 -2.55
C 3.683746 20.680668 29.434461 1.99 2.29 -0.06
C -0.258299 16.370933 28.752030 1.83 -1.32 -2.97
C 2.338301 19.246602 30.984567 -0.62 -0.16 1.07
C -3.160647 23.071314 20.279302 0.15 0.62 -1.20
C -1.158065 17.528108 28.731745 -1.32 1.80 3.03
C 1.533826 26.004389 21.552798 -0.30 2.37 -2.28
C -3.074678 21.893481 19.621386 0.01 -0.31 -0.66
C 4.322774 25.089542 22.224822 -0.54 -1.46 2.88
C 1.998813 23.154542 18.032975 -0.08 -0.08 -0.32
H -1.732338 22.810289 23.453612 0.13 -0.12 -0.25
H 2.386082 19.949567 21.519865 0.27 0.25 0.12
H 1.822034 18.953304 20.529308 -0.12 -0.10 -0.31
H -1.456315 21.437645 24.029438 0.28 -0.36 -0.25
H 1.659163 18.406895 30.977082 0.00 -0.12 0.70
H 4.747223 15.930807 25.464139 0.56 0.52 0.05
H -2.224099 25.006290 17.524635 -0.21 0.46 0.29
H -2.619770 22.058276 15.928740 0.01 -0.68 -0.61
H -1.067097 18.482630 17.550832 -0.08 0.00 -0.71
H -0.357015 16.607345 21.056734 0.90 -0.01 0.38
H 0.073068 25.434551 23.273696 -0.44 0.28 -0.15
H 0.606382 18.171422 17.060062 0.11 0.31 0.32
H -0.014887 17.160860 24.414295 -0.18 0.41 -0.77
H 2.863502 23.479584 17.454381 -0.08 -0.26 0.19
H 3.123990 16.250065 25.737707 -0.36 0.63 -0.13
H -4.022694 24.716941 25.779962 -0.12 0.20 -0.02
H 2.988774 22.565184 25.571858 -0.93 -0.38 0.41
H 0.957071 15.401694 27.069593 -0.21 -0.55 0.46
H 1.515512 22.262038 17.635558 0.31 0.09 0.03
H 0.422134 20.173195 22.411802 0.17 -0.42 -0.41
H -3.149286 17.157640 19.015236 0.11 0.12 -0.11
H -3.031764 18.290610 23.766983 -0.86 0.27 0.25
H -2.131308 19.141557 27.703615 0.01 0.13 0.59
H -6.093098 18.810329 22.089361 -0.22 0.03 -0.42
H -3.098575 21.002204 20.230858 -0.23 -0.20 -0.05
H -1.288432 17.354629 30.699892 0.34 -0.56 -0.15
H 0.576583 20.579511 23.861954 0.17 -0.10 0.33
H 4.245950 21.500555 25.901000 -0.07 -0.96 -0.25
H 5.683996 25.136041 20.374042 0.48 -0.09 0.31
H 2.731066 19.209314 27.934202 0.22 0.31 -0.49
H -3.532001 24.000223 21.841919 0.02 0.48 0.26
H -0.331705 21.531337 28.566657 -0.41 -0.04 -0.06
H -3.064598 23.556699 25.613248 0.38 -0.51 -0.28
H 4.947489 22.119205 30.455832 0.03 0.19 0.50
H -0.650848 22.924205 29.603339 -0.36 -0.15 0.05
H 3.339431 24.275692 23.979667 -0.24 0.06 0.06
H 3.575840 21.728745 33.716345 -0.27 -0.59 0.29
H 2.466188 26.510689 19.660544 0.06 -0.08 -0.06
```
Positions in Å, forces in eV/Å.

# 2
Below is a structure of composition C35H38ClN3O2PdS5, with properties calculated with ωB97M-V/def2-TZVPD.

Energy above the lowest of the compared OMol25 structures with the same formula, charge and spin (eV): 0.093
Net charge: +2

Structure (XYZ):
```
85
Properties=species:S:1:pos:R:3:forces:R:3
Pd 0.587171 -0.400059 0.715526 0.46 -0.34 -0.67
Cl -3.544334 5.456529 0.274824 0.00 0.00 0.01
S -3.546714 1.233990 -1.578210 0.03 0.06 0.02
S 0.467190 -2.710257 0.933250 -0.14 0.17 0.28
S -2.540667 -1.486638 2.026797 0.07 -0.04 0.02
S 1.151416 2.190079 -1.288371 -0.10 0.13 -0.01
S -2.214337 -3.773484 -1.263795 0.01 -0.02 0.00
O 1.636673 0.756949 -1.076826 -0.20 0.25 0.35
O -1.011842 -0.109524 -0.319908 -0.20 0.09 0.01
N 1.719036 -2.132727 3.319582 -0.14 0.13 0.03
N 0.239465 -3.703253 3.454639 -0.12 -0.02 -0.04
N 2.370645 -0.418918 1.808530 0.24 -0.15 0.07
C -0.777184 -4.698097 3.095872 0.08 0.05 0.00
C -0.106729 1.332620 2.514594 0.05 -0.10 0.17
C 0.803233 -2.835654 2.604908 0.06 -0.21 -0.11
C -2.023063 -1.003512 -0.748509 0.22 0.14 0.07
C -3.002119 -1.326480 0.370591 -0.17 -0.06 -0.06
C -2.545617 4.252810 0.920031 -0.04 0.02 -0.02
C 3.759528 3.138715 -1.280027 0.00 0.04 0.02
C 4.953260 -0.481813 2.859905 0.03 0.03 -0.01
C 1.277880 1.178006 -4.550026 0.04 -0.01 -0.02
C -4.148489 -1.830042 2.520488 -0.03 -0.04 0.00
C 0.763768 -3.526777 4.722319 0.04 -0.03 0.01
C -0.096706 2.192832 -2.591287 0.03 -0.04 -0.03
C 3.329799 0.421780 1.379035 0.01 -0.02 -0.08
C -1.162255 4.490847 0.994085 0.01 -0.01 0.01
C -4.336331 -1.564310 0.233674 0.00 0.03 0.00
C -4.994835 -1.861991 1.460726 0.01 0.04 0.03
C 2.707029 -1.279755 2.777867 0.02 0.12 0.08
C 0.043436 1.118402 -3.663243 -0.09 -0.07 0.05
C -2.762161 -0.276955 -1.860696 -0.10 -0.03 -0.01
C 4.611332 0.439543 1.884426 0.00 -0.03 0.03
C 1.681388 -2.548759 4.650166 0.07 -0.06 0.00
C -3.675054 0.264863 -3.930032 0.02 0.00 0.00
C -4.056217 1.350856 -3.211089 -0.04 -0.02 0.03
C -3.133731 3.051976 1.357811 0.01 0.02 -0.03
C 2.462607 3.136926 -2.084593 0.05 -0.08 -0.12
C 3.984500 -1.359009 3.307510 -0.03 0.00 0.03
C 4.654793 1.942739 -1.590188 0.02 0.01 -0.02
C 0.042202 -3.672636 -2.452790 -0.01 0.00 -0.01
C -2.331393 2.065758 1.840648 -0.03 -0.02 0.01
C -0.358573 3.509321 1.492626 -0.03 0.01 -0.02
C -0.231254 -2.350512 -2.006536 0.06 -0.02 0.01
C -1.416440 -2.257149 -1.336717 0.03 -0.11 0.06
C -2.932594 -0.669813 -3.151643 -0.01 -0.01 -0.07
C -0.917478 2.266090 1.935436 0.01 0.09 -0.06
C -0.949492 -4.543502 -2.121709 0.00 0.00 0.01
H -1.766663 -4.254164 3.148625 -0.06 0.03 0.00
H 0.939690 1.568639 2.669739 -0.01 -0.04 0.03
H -2.747909 1.118106 2.157131 0.01 0.02 -0.01
H -0.027946 0.145150 -3.174704 0.01 0.10 -0.06
H -6.050517 -2.071959 1.544769 -0.01 0.00 0.00
H -4.376556 -1.995010 3.561511 0.01 -0.01 0.00
H -0.694853 -5.529548 3.790183 -0.01 0.01 0.00
H -4.839471 -1.514344 -0.722079 0.00 -0.01 0.01
H 2.177734 0.868835 -4.015362 -0.01 0.01 0.00
H -3.915828 0.124640 -4.973355 0.00 0.00 -0.01
H 0.930280 -3.957803 -2.997211 0.00 -0.01 0.00
H -4.627778 2.202680 -3.542941 -0.01 0.00 0.00
H 0.707520 3.667110 1.591129 0.00 0.01 -0.02
H 2.300416 -2.105642 5.408522 -0.02 0.01 0.01
H 4.961224 1.964251 -2.636732 -0.01 0.00 0.00
H 5.957561 -0.527917 3.258323 0.00 0.00 0.00
H -0.593609 -5.048672 2.084695 0.00 -0.01 0.00
H -0.770499 5.443823 0.668834 0.01 0.00 0.00
H -1.009662 -5.596930 -2.342972 0.01 -0.01 0.00
H 0.435385 -1.510049 -2.151952 -0.03 -0.05 0.03
H 5.327403 1.147207 1.493628 0.01 0.01 0.00
H 1.440003 2.177089 -4.960711 -0.02 0.00 -0.01
H -0.860042 1.204820 -4.273226 0.04 0.01 0.01
H -0.074218 3.207661 -2.999353 0.00 -0.01 -0.02
H -0.502428 0.440798 2.986649 -0.09 0.05 -0.01
H 1.159472 0.500133 -5.394266 0.01 -0.02 0.00
H 0.435598 -4.115501 5.560431 -0.02 0.01 0.01
H -4.203810 2.926603 1.282331 -0.01 -0.01 0.00
H 5.565510 1.968883 -0.991069 0.00 0.01 0.01
H 3.534812 3.207338 -0.208157 -0.01 -0.03 0.00
H -1.038767 2.051323 -2.059905 0.04 0.03 -0.01
H 4.208937 -2.114648 4.046168 0.02 0.01 -0.01
H 4.145431 0.994441 -1.422085 -0.01 -0.01 0.01
H -2.544478 -1.600453 -3.541244 0.00 0.03 0.00
H 2.625352 2.769325 -3.096595 -0.01 0.00 0.04
H 3.042361 1.077560 0.572455 -0.05 -0.02 -0.02
H 4.293976 4.059451 -1.519538 0.00 -0.01 0.01
H 2.025624 4.136769 -2.151333 0.01 0.02 0.02
```
Positions in Å, forces in eV/Å.

| no. | molar mass (g mol⁻¹) |
| --- | --- |
| 1 | 1197.19 |
| 2 | 834.92 |